1.
ORCA calculation (ωB97M-V/def2-TZVPD) on a cluster of 3 separate species, C17H43N3O5P in total in a non-equilibrium geometry.

Results
- Kohn-Sham gap (eV) = 4.86
- E_tot (hartree) = -1555.21177
- net charge = -1
- LUMO level (eV) = 2.26

Structure (XYZ):
```
69
Properties=species:S:1:pos:R:3:forces:R:3:mulliken_charge:R:1
C 3.00410 -2.05650 -4.46594 -0.3 0.7 -0.6 -1.05
C 1.92220 -1.36700 -5.34042 -0.4 0.3 1.0 0.06
O 2.03178 0.06289 -5.13527 0.5 -0.2 -0.5 -0.57
C 0.46839 -1.77402 -4.92802 0.7 -1.2 -1.2 0.78
N -0.44132 -1.75259 -6.06704 -1.5 1.0 1.8 -0.65
P -2.04742 -1.40946 -5.61403 0.7 -0.4 -2.7 -0.07
C -2.80883 -2.76906 -4.55189 -0.1 0.5 1.3 -1.10
C -2.17887 0.13251 -4.53970 -0.4 -0.6 1.2 -0.43
H 2.86651 -1.70409 -3.42864 0.0 -0.4 -0.2 0.08
H 3.99402 -1.70665 -4.80170 -0.2 -0.2 0.2 0.33
H 2.93562 -3.14937 -4.54420 0.1 0.3 0.2 0.38
H 2.12397 -1.52918 -6.40475 -0.4 -0.1 0.2 0.36
H 2.02159 0.14375 -4.18178 0.0 0.3 0.3 0.24
H 0.18657 -1.09950 -4.08735 0.2 -0.3 0.0 -0.75
H 0.55490 -2.82960 -4.55198 -0.1 0.5 0.3 0.16
H -2.87516 -3.73281 -5.07120 0.3 0.4 -0.1 0.33
H -3.85271 -2.45648 -4.34175 0.4 -0.1 -0.1 0.36
H -2.33467 -2.92630 -3.55748 -0.1 -0.1 -0.4 0.25
H -1.28457 0.37625 -3.93833 -0.2 0.1 -0.3 -0.24
H -2.99850 -0.04753 -3.80824 0.3 0.1 -0.3 0.23
H -2.51550 0.98771 -5.13926 0.5 -0.3 0.0 0.37
C 1.91194 -0.33808 -0.10998 0.2 0.1 -0.2 -0.46
O 1.95719 0.52394 -1.23211 -0.2 -0.2 0.2 -0.37
C 0.67325 0.91808 -1.71349 0.1 0.3 -0.3 0.10
C 0.37750 2.37249 -1.37954 0.1 -0.3 0.2 -0.53
N 0.15634 2.55840 0.05452 0.1 0.3 -0.2 0.03
C 0.17334 3.95492 0.49205 0.0 -0.3 0.3 -0.83
C 1.43013 4.79101 0.23956 -0.1 0.2 0.1 -0.51
O 2.56237 4.41389 1.00804 -0.1 0.0 -0.2 -0.45
C 3.27214 3.28758 0.51890 0.1 0.1 0.3 -0.39
H 2.90599 -0.76849 0.01547 0.0 0.0 -0.1 0.34
H 1.66507 0.20842 0.80648 -0.1 -0.1 0.1 -0.11
H 1.19539 -1.14941 -0.25517 -0.1 0.0 0.1 0.39
H -0.11719 0.25361 -1.35367 0.1 0.0 0.1 0.27
H 0.70977 0.82095 -2.79982 -0.1 0.0 0.0 -0.22
H -0.51555 2.68942 -1.92479 0.0 0.0 0.0 0.41
H 1.22510 2.96515 -1.74030 0.0 0.0 -0.2 0.24
H 0.86931 2.05858 0.56803 0.1 0.0 -0.1 -0.28
H 0.00662 3.93763 1.57454 0.0 0.1 0.0 0.33
H -0.68900 4.46676 0.05428 0.1 0.0 -0.1 0.46
H 1.20019 5.81317 0.55276 0.0 0.0 0.0 0.38
H 1.68943 4.85367 -0.82252 0.0 -0.2 0.0 0.36
H 3.27850 3.24336 -0.57204 -0.1 -0.1 0.0 0.27
H 2.86170 2.36455 0.93390 0.0 -0.1 -0.2 0.04
H 4.30306 3.36598 0.86666 0.0 0.1 0.0 0.34
C -1.25883 0.00471 1.79927 0.0 -0.2 0.0 -0.55
O -0.32014 -0.85679 2.43161 -0.1 0.3 0.0 -0.31
C 0.45234 -0.22742 3.44483 0.2 -0.4 0.1 -0.70
C 0.02737 -0.68339 4.83345 -0.2 0.2 -0.2 -0.25
N -1.28952 -0.16210 5.18842 0.1 -0.2 0.1 -0.32
C -1.89486 -0.79302 6.36229 -0.2 0.2 -0.2 -0.73
C -2.13308 -2.30541 6.34819 -0.1 0.0 0.2 -0.46
O -3.14027 -2.74362 5.45174 0.2 0.0 0.0 -0.44
C -2.73738 -2.84626 4.09501 -0.3 0.0 0.0 -0.47
H -1.60948 -0.49246 0.89483 0.1 0.0 0.0 0.20
H -2.12885 0.18329 2.44101 0.0 0.1 0.0 0.32
H -0.80542 0.95711 1.51915 -0.1 0.0 0.0 0.30
H 0.42582 0.86328 3.35481 -0.2 0.0 0.0 0.29
H 1.48676 -0.54612 3.28505 0.0 0.0 0.0 0.37
H 0.76067 -0.33113 5.56543 0.0 0.0 0.0 0.40
H 0.04674 -1.77888 4.83279 0.2 -0.1 0.0 0.18
H -1.91559 -0.28235 4.40512 0.0 0.0 -0.1 0.10
H -2.86811 -0.31164 6.49855 0.0 -0.1 0.1 0.38
H -1.29626 -0.53635 7.24206 0.1 -0.1 0.0 0.40
H -2.49800 -2.57834 7.34226 0.0 0.0 0.0 0.35
H -1.21056 -2.87746 6.19969 0.1 0.0 -0.2 0.34
H -1.70003 -3.17261 3.99456 0.0 0.1 0.0 0.26
H -2.88948 -1.89809 3.57591 0.2 0.0 -0.1 0.13
H -3.37852 -3.58349 3.61121 0.0 0.0 0.1 0.33
```
Positions in Å, forces in eV/Å.


2.
ORCA calculation (ωB97M-V/def2-TZVPD) on a cluster of 2 separate species, C3H8O5P2 in total in a non-equilibrium geometry.

Results
- ΔE to the lowest compared entry with this formula, charge and spin (kJ/mol) = 453.4
- Kohn-Sham gap (spin up / spin down) (eV) = 4.65 / 4.65
- E_tot (hartree) = -1177.98340
- net charge = -2
- LUMO level (spin up / spin down) (eV) = 6.28 / 6.28

Structure (XYZ):
```
18
Properties=species:S:1:pos:R:3:forces:R:3:mulliken_charge:R:1
C 0.49079 0.89964 0.88983 -0.7 -1.9 0.6 -0.47
C 0.78223 1.39054 -0.52435 2.2 2.1 2.6 -0.64
C 0.05422 -0.63815 0.94252 -1.1 2.1 -2.5 -0.52
O 1.42261 -2.97568 0.81013 -0.2 -2.4 1.3 -0.45
O -3.44353 -0.80312 0.93209 1.3 -0.1 -1.6 -0.66
O 2.10306 1.21796 -0.96853 1.8 1.8 -0.2 -0.38
O 0.87682 -1.92837 -1.44152 3.4 1.7 0.0 -0.23
O -2.77113 0.79258 -0.90979 0.7 1.2 1.3 -0.44
P 1.34357 -1.64327 0.16783 1.5 1.7 -0.8 -0.89
P -2.49029 -0.76062 -0.29775 -0.6 0.1 2.4 0.31
H 1.47478 0.92593 1.45474 -1.1 0.7 -0.2 0.36
H -0.38222 1.48964 1.35507 1.5 -0.4 -0.4 0.21
H 0.28739 0.86098 -1.22924 -3.1 -0.9 -2.0 0.48
H 0.74957 2.50974 -0.45709 -0.9 -0.7 -0.8 0.24
H -0.13790 -0.87124 1.95297 -0.4 -0.7 1.2 0.27
H 2.36697 0.30832 -1.00827 -0.1 -1.5 0.5 0.33
H 0.03309 -2.22888 -1.52194 -4.1 -1.4 -0.2 0.20
H -2.76004 1.45401 -0.14670 -0.1 -1.3 -1.3 0.26
```
Positions in Å, forces in eV/Å.


3.
ORCA calculation (ωB97M-V/def2-TZVPD) on a structure of composition C31H40N7O7SSr in a non-equilibrium geometry.

Results
- ΔE to the lowest compared entry with this formula, charge and spin (kJ/mol) = 0.0
- Kohn-Sham gap (eV) = 8.12
- E_tot (hartree) = -2544.13077
- net charge = +1
- LUMO level (eV) = -2.32

Structure (XYZ):
```
87
Properties=species:S:1:pos:R:3:forces:R:3:mulliken_charge:R:1
Sr -0.11536 0.14651 -0.27259 0.6 -0.3 1.3 2.69
O -0.63732 1.13063 -2.27907 -0.1 1.3 -0.9 -1.18
C -0.39940 2.28900 -1.84884 0.0 0.0 0.1 1.41
O 0.00696 2.51667 -0.64885 -0.1 0.6 -0.7 -1.25
C -0.59543 3.46907 -2.75228 0.0 0.0 0.1 0.07
C -0.50396 4.75962 -2.24484 0.1 0.1 0.0 -0.18
C -0.68080 5.85166 -3.07936 0.0 0.0 0.2 -0.83
C -0.93845 5.61345 -4.41219 -0.3 0.3 -0.2 0.01
C -1.03294 4.34575 -4.94539 0.0 -0.1 -0.1 -0.54
C -0.86426 3.26326 -4.09752 0.0 -0.1 -0.2 -0.43
N -1.11646 6.78466 -5.32215 1.2 -0.2 0.0 0.99
O -0.99281 7.88775 -4.83587 -0.4 0.1 0.1 -0.60
O -1.21949 6.55536 -6.50697 -0.4 -0.1 0.0 -0.59
H -0.28532 4.90284 -1.19498 0.0 0.0 0.0 0.50
H -0.61860 6.86740 -2.71898 0.0 0.0 0.0 0.50
H -1.23551 4.22190 -5.99847 0.0 0.0 0.0 0.50
H -0.93971 2.24969 -4.46837 0.0 0.0 0.0 0.48
O -2.04348 0.66433 0.71933 -2.0 0.9 1.1 -0.52
C -2.78490 1.61404 1.06527 0.2 -0.3 0.0 0.40
C -4.22208 1.38499 1.44970 -0.1 0.1 -0.1 -1.15
C -5.25812 2.15745 0.57695 0.1 0.0 0.0 -0.80
C -4.65053 3.06940 -0.49409 0.0 -0.1 0.1 -0.51
C -4.01458 4.32943 0.09362 0.0 0.0 -0.1 -0.47
C -3.16655 4.02727 1.32687 0.2 -0.1 0.0 -0.90
N -2.30500 2.85561 1.14576 -0.1 0.2 -0.1 0.19
H -4.32544 1.65781 2.50359 0.0 0.0 0.0 0.37
H -4.37851 0.31277 1.37857 0.0 0.0 0.0 0.36
H -5.90535 2.75285 1.22582 0.0 0.0 0.0 0.32
H -5.90072 1.42522 0.09188 0.0 0.0 0.0 0.42
H -5.41999 3.35868 -1.20985 0.0 0.0 0.0 0.46
H -3.90744 2.50897 -1.07169 0.0 0.0 0.0 0.11
H -4.79143 5.03991 0.38825 0.0 0.0 0.0 0.38
H -3.40342 4.82282 -0.66747 0.0 0.0 0.0 0.23
H -3.80170 3.86029 2.19647 0.0 0.0 0.0 0.34
H -2.52162 4.86875 1.56953 0.0 0.0 0.0 0.49
H -1.37839 2.98551 0.74510 0.0 0.0 0.0 0.13
C -1.93141 -4.74129 -1.15194 0.0 -0.1 -0.1 -1.11
C -0.66328 -4.30370 -1.87073 -0.2 -0.1 -0.1 -0.62
S 0.15400 -2.91625 -1.11438 -0.2 0.2 0.0 0.52
O -0.92323 -1.84485 -0.93910 0.1 -2.1 -0.4 -1.01
C 0.48219 -3.61040 0.53962 0.0 0.1 0.1 -0.64
C -0.55655 -3.24775 1.59499 0.0 -0.1 0.0 -0.84
H -2.53683 -5.34584 -1.82639 0.0 0.0 0.0 0.39
H -2.52554 -3.87609 -0.85480 0.0 0.0 0.0 0.28
H -1.71529 -5.34309 -0.26926 0.0 0.0 0.0 0.26
H -0.86829 -3.95093 -2.88311 0.0 -0.1 0.0 0.43
H 0.10105 -5.08243 -1.93606 -0.1 0.0 0.0 0.46
H 1.46682 -3.22308 0.80582 0.0 0.0 0.0 0.43
H 0.57699 -4.68933 0.40433 0.0 0.0 0.1 0.50
H -0.85427 -2.20001 1.55303 0.1 0.0 -0.1 0.02
H -0.12706 -3.43070 2.57997 0.0 0.0 0.0 0.40
H -1.46309 -3.83946 1.49634 0.0 0.0 0.0 0.33
C 4.44453 -1.06033 -1.62435 0.1 0.1 0.0 -0.84
N 4.23040 0.35774 -1.36259 0.0 -0.2 0.0 -0.28
C 3.05749 0.81509 -0.89291 -0.3 -0.4 0.0 0.33
N 2.95490 2.13755 -0.61451 0.0 0.0 -0.1 -0.33
O 2.10051 0.02575 -0.69398 2.0 0.4 -0.3 -0.45
H 5.38243 -1.17244 -2.16277 0.0 0.0 0.0 0.36
H 3.64161 -1.46028 -2.23636 -0.1 0.0 0.0 0.24
H 4.49870 -1.63624 -0.70126 0.0 0.0 0.1 0.26
H 5.00226 0.99283 -1.45729 0.0 0.0 0.0 0.20
H 3.64506 2.77005 -0.98242 0.0 0.0 0.0 0.24
H 2.01663 2.51087 -0.49405 0.0 -0.1 0.0 0.10
N 1.47598 1.60272 7.28323 -0.1 0.0 0.1 0.03
C 2.32637 1.83026 8.35106 -0.4 0.0 0.0 0.71
C 2.09321 2.14971 9.69014 0.0 0.0 -0.1 -1.04
C 3.21084 2.30699 10.48246 0.1 0.0 0.0 -0.42
C 4.51304 2.15248 9.96318 -0.1 0.0 0.0 -0.49
C 4.72430 1.83751 8.63872 0.1 0.0 0.0 -0.72
C 3.60340 1.67493 7.82067 0.4 -0.1 -0.3 0.53
N 3.53324 1.36160 6.46503 0.1 0.1 0.4 -0.62
C 2.26234 1.33090 6.19631 -0.3 -0.1 -0.3 0.01
C 1.72016 1.02726 4.85539 0.1 0.1 0.5 0.99
C 0.36220 0.97820 4.57674 -0.2 0.0 0.0 -0.94
C -0.05344 0.68146 3.29014 0.1 0.0 -0.1 -0.97
N 0.78874 0.43830 2.27805 0.2 0.0 0.4 0.69
C 2.10065 0.48498 2.56638 -0.2 0.0 -0.2 -0.86
C 2.60421 0.77000 3.81716 0.2 0.0 -0.1 -0.74
H 0.47339 1.63313 7.30990 0.0 0.0 0.0 0.16
H 1.09383 2.26858 10.09169 0.1 0.0 0.0 0.38
H 3.08650 2.55488 11.52912 0.0 0.0 0.0 0.39
H 5.36036 2.28538 10.62392 0.0 0.0 0.0 0.39
H 5.72197 1.71728 8.23300 -0.1 0.0 0.0 0.43
H -0.38773 1.16436 5.33690 0.0 0.0 -0.1 0.28
H -1.11072 0.62884 3.05714 0.0 0.0 0.0 0.68
H 2.77659 0.27973 1.74432 -0.1 0.0 0.0 0.56
H 3.66996 0.79598 4.00308 -0.1 0.0 0.0 0.54
```
Positions in Å, forces in eV/Å.


Q: Which value of E_tot does entry 2 give?
A: -1177.98340 hartree


Q: Among the records above, which one has the lowest net charge?
A: C3H8O5P2